8
Properties=species:S:1:pos:R:3 method="wB97M-V/def2-TZVPD" fmax_ha_per_bohr=0.0715 relative_energy_ev=2.104 multiplicity=3 gap_ev="7.54 / 8.83" lumo_energy_ev="0.5025 / -0.6790" homo_energy_ev="-7.040 / -9.509"
C -0.019 0.012 0.128
S -1.280 1.254 0.345
S -0.502 -1.607 0.443
S 1.566 0.396 0.708
H 0.546 -0.303 -2.345
H -2.187 0.642 -0.232
H 0.670 -2.219 0.244
H 1.207 1.824 0.710